Model 1:
This record from OMol25 describes a cluster of 17 separate species, C3H39O17 in total. The level of theory is ωB97M-V/def2-TZVPD.

Each line ends with the natural charge from an NBO analysis.
Element x y z (Å)
C1 -19.9246 -24.5355 27.3062  -0.629
C2 -19.2821 -25.8114 26.7054  0.116
C3 -19.7551 -27.0557 27.2906  -0.633
O1 -19.5800 -25.8181 25.3218  -1.022
H1 -20.9587 -24.4872 27.0792  0.227
H2 -19.4226 -23.6321 26.9884  0.207
H3 -19.7248 -24.5720 28.3621  0.159
H4 -18.1797 -25.7323 26.7518  0.116
H5 -20.7623 -27.1470 27.0093  0.214
H6 -19.7197 -27.0300 28.3859  0.176
H7 -19.2329 -27.9464 26.9567  0.212
O2 -19.5820 -22.4146 30.2020  -0.957
H8 -19.1505 -22.0798 30.9794  0.476
H9 -19.1846 -23.2628 30.1239  0.499
O3 -20.7970 -21.6871 26.3142  -0.986
H10 -19.8476 -21.8804 26.3512  0.482
H11 -21.1160 -22.1569 27.0667  0.480
O4 -17.4779 -24.1384 24.8801  -1.006
H12 -17.8782 -23.3199 24.5719  0.478
H13 -18.1867 -24.7344 25.1538  0.499
O5 -20.9925 -23.6970 24.2854  -1.034
H14 -20.5107 -24.4167 24.7305  0.497
H15 -20.9470 -22.9016 24.8286  0.497
O6 -16.4564 -23.4617 27.4588  -0.946
H16 -16.5573 -23.1013 28.3312  0.458
H17 -16.5374 -24.3939 27.5027  0.505
O7 -19.1410 -28.7689 24.6039  -1.002
H18 -20.0454 -28.4063 24.5578  0.504
H19 -18.6443 -28.0319 24.9474  0.492
O8 -15.7471 -26.1962 27.5740  -0.979
H20 -16.2584 -26.5815 26.8161  0.511
H21 -14.8662 -26.0240 27.2203  0.478
O9 -21.8337 -22.3432 28.6387  -0.986
H22 -22.4023 -21.7469 29.1534  0.484
H23 -20.9688 -22.3737 29.1068  0.517
O10 -23.9055 -22.8752 27.0660  -1.009
H24 -23.2123 -22.8316 27.7041  0.472
H25 -23.7840 -23.6804 26.4984  0.508
O11 -23.2631 -25.1337 25.3265  -1.011
H26 -22.7200 -24.7508 24.5903  0.496
H27 -22.7864 -25.9676 25.3485  0.488
O12 -17.0149 -30.3475 25.1727  -0.975
H28 -17.7993 -29.7955 25.3004  0.499
H29 -16.3253 -30.0864 25.7716  0.461
O13 -18.1737 -21.5663 26.6831  -0.965
H30 -17.8142 -20.9021 27.2488  0.461
H31 -17.6017 -22.2907 26.9679  0.498
O14 -21.6513 -27.1228 24.6449  -1.009
H32 -21.7686 -26.8380 23.7436  0.473
H33 -20.8876 -26.6593 24.9862  0.504
O15 -17.6036 -24.5341 29.8134  -0.963
H34 -17.9229 -25.3908 29.6302  0.489
H35 -16.6631 -24.5960 29.7910  0.481
O16 -19.0934 -26.2796 22.6329  -0.988
H36 -19.6225 -27.0100 22.3449  0.456
H37 -19.2522 -26.0536 23.5678  0.515
O17 -16.6233 -27.5379 25.0463  -0.978
H38 -16.2078 -26.7341 24.7322  0.484
H39 -16.7982 -27.9332 24.1843  0.505

Output
LUMO level: 1.87 eV
Net charge: -1
2S+1: 1
Kohn-Sham gap: 7.666 eV

***

Model 2:
This record from OMol25 describes a cluster of 17 separate species, C3H39O17 in total. The level of theory is ωB97M-V/def2-TZVPD.

Each line ends with the natural charge from an NBO analysis.
Element x y z (Å)
C1 20.5810 -24.7420 -5.6800  -0.655
C2 20.1640 -23.4080 -6.3900  0.119
C3 18.8050 -23.6100 -7.1280  -0.641
O1 20.0290 -22.3470 -5.4600  -1.014
H1 20.3230 -25.6290 -6.2310  0.170
H2 19.8700 -24.9790 -4.8980  0.216
H3 21.5920 -24.8330 -5.3660  0.217
H4 20.8510 -23.1310 -7.2090  0.128
H5 18.7120 -22.7870 -7.7990  0.183
H6 17.9680 -23.6890 -6.5100  0.217
H7 18.8720 -24.5190 -7.7370  0.159
O2 16.3520 -25.7760 -8.6280  -0.979
H8 15.6690 -26.2370 -9.0870  0.465
H9 15.9520 -24.8970 -8.6820  0.499
O3 23.3990 -21.3110 -6.5790  -0.956
H10 23.1060 -21.5900 -7.4610  0.461
H11 23.1540 -22.0460 -6.0280  0.481
O4 21.3670 -24.0300 -2.4580  -0.982
H12 22.0120 -23.6370 -3.0330  0.482
H13 20.5620 -24.2060 -2.9870  0.485
O5 15.3490 -22.9110 -5.3350  -0.960
H14 14.3970 -22.8950 -5.5500  0.454
H15 15.7370 -22.3970 -6.0420  0.509
O6 19.0780 -20.4580 -3.6110  -0.955
H16 19.4060 -21.0190 -4.3300  0.501
H17 18.9670 -19.6110 -4.0400  0.446
O7 15.4330 -23.2100 -8.2980  -0.938
H18 14.7890 -23.0950 -8.9420  0.452
H19 16.1790 -22.8470 -8.7920  0.497
O8 20.3290 -20.1400 -7.0690  -1.015
H20 20.1120 -20.3220 -8.0010  0.467
H21 20.1530 -20.9770 -6.6310  0.485
O9 17.4770 -27.1250 -6.4210  -0.944
H22 18.3930 -26.9300 -6.5690  0.470
H23 17.1010 -27.0450 -7.2930  0.481
O10 16.7260 -25.1880 -4.3930  -0.994
H24 16.0640 -24.5090 -4.5760  0.503
H25 16.9950 -25.5910 -5.2370  0.488
O11 17.3770 -21.1910 -6.2650  -0.990
H26 18.1230 -21.6660 -5.9540  0.507
H27 17.1820 -20.4480 -5.7230  0.479
O12 17.4230 -22.2200 -9.9680  -0.938
H28 17.6820 -23.0720 -10.3160  0.487
H29 16.7530 -22.0880 -10.6660  0.465
O13 18.5170 -23.4240 -3.4410  -1.002
H30 19.0460 -23.0980 -4.1610  0.484
H31 18.0720 -24.2050 -3.6980  0.477
O14 20.3180 -23.1700 -10.0070  -0.967
H32 19.8450 -22.9160 -9.2510  0.466
H33 19.8330 -23.9170 -10.3030  0.485
O15 19.6880 -20.4780 -9.5790  -0.948
H34 20.3900 -21.1030 -9.7840  0.489
H35 18.8890 -20.9270 -9.7830  0.488
O16 22.3840 -22.1910 -4.2080  -0.996
H36 21.5760 -22.4090 -4.6000  0.503
H37 22.5360 -21.2870 -4.4270  0.484
O17 18.3720 -24.8310 -10.3700  -0.958
H38 17.9550 -25.2290 -9.6370  0.514
H39 17.7240 -24.9110 -11.0690  0.471

Output
LUMO level: 0.88 eV
Net charge: -1
2S+1: 1
Kohn-Sham gap: 6.257 eV

***

Q: Which of them is the least stable? A: model 2.